# 1
C19H31NO2 in the gas phase, computed with ωB97M-V/def2-TZVPD.

Atoms and positions in Å:
C -2.34104 -2.38623 -2.22306
C -2.51060 -1.53659 -1.00236
C -3.40025 -0.48177 -0.96740
C -3.57337 0.31996 0.16028
C -2.80915 0.01603 1.27452
C -1.90590 -1.03696 1.26852
C -1.74433 -1.82227 0.13799
O -0.90158 -2.89459 0.02726
C 0.07350 -3.11308 1.01334
C 1.18804 -2.06097 0.99679
O 2.02032 -2.31364 -0.11170
C 2.77602 -1.21100 -0.54891
C 3.88850 -0.80534 0.42680
N 4.83239 0.07964 -0.21026
C 4.30382 1.39870 -0.53951
C 5.50415 2.35950 -0.50377
H 5.62965 2.88936 -1.44581
H 5.37254 3.09984 0.28569
C 6.70061 1.45575 -0.19250
H 7.46579 1.95691 0.39682
H 7.14667 1.08957 -1.11633
C 6.05169 0.29462 0.54775
H 5.84687 0.57133 1.59764
H 6.65829 -0.61254 0.53911
H 3.53462 1.71537 0.18330
H 3.84156 1.35913 -1.52882
H 4.42265 -1.71116 0.72673
H 3.44513 -0.34923 1.33425
H 3.23328 -1.52666 -1.48892
H 2.11420 -0.35388 -0.74430
H 0.74949 -1.05574 0.91791
H 1.75691 -2.12493 1.93668
H 0.51225 -4.08120 0.76162
H -0.37458 -3.17091 2.01367
H -1.33764 -1.23202 2.16559
H -2.89578 0.59377 2.18020
C -4.56946 1.46846 0.11835
C -4.15843 2.44941 -0.98872
H -3.15953 2.83551 -0.79639
H -4.15498 1.96794 -1.96245
H -4.85179 3.28726 -1.02494
C -4.63379 2.24043 1.43907
H -4.94587 1.59298 2.25515
H -3.66968 2.68113 1.68194
H -5.35963 3.04677 1.35319
C -5.96839 0.90957 -0.17622
H -5.99790 0.40319 -1.13674
H -6.69925 1.71560 -0.19290
H -6.25698 0.19670 0.59331
H -3.97500 -0.28202 -1.85980
H -1.28668 -2.45433 -2.48473
H -2.89762 -1.97864 -3.06303
H -2.68971 -3.39871 -2.02392

Calculated values
SMILES: Cc1cc(C(C)(C)C)ccc1OCCOCCN1CCCC1
E_HOMO: -8.14 eV
ΔE to the lowest compared entry with this formula, charge and spin: 150.03 kJ/mol
LUMO energy: 0.8 eV
gap between HOMO and LUMO: 8.9 eV

# 2
A 3-piece molecular cluster, C19H31O10S2 overall in a non-equilibrium geometry, computed with ωB97M-V/def2-TZVPD.

Atoms and positions in Å:
O 2.60674 -0.26792 -0.01368
C 2.29018 -0.07208 -1.42960
C 2.86036 1.31718 -2.01432
C 1.76481 2.28525 -2.64903
C 1.23608 3.48869 -1.77355
C 1.72023 3.55845 -0.27708
C 3.17553 4.30948 -0.27752
C 3.86168 4.33761 1.18052
O 4.47754 3.06497 1.53771
C -0.22401 3.98859 -2.09211
C -1.25605 4.11081 -0.88490
C -1.52923 2.77180 -0.07536
C -0.96117 1.37324 -0.40949
C -1.21814 0.10452 0.43419
C -2.09654 0.18212 1.70341
C -2.73797 1.56592 2.05739
C -2.46231 2.84453 1.18985
H 2.35141 -1.20762 0.16362
H 1.17341 -0.23178 -1.59041
H 2.81588 -0.94408 -1.98624
H 3.53063 1.75917 -1.20751
H 3.57306 1.01443 -2.87760
H 2.22809 2.72660 -3.61858
H 0.88051 1.62506 -3.03180
H 1.08768 4.15676 0.46051
H 1.89593 2.52537 0.22744
H 3.01187 5.41635 -0.57799
H 3.88700 3.86989 -1.05960
H 4.68888 5.14534 1.24290
H 3.09931 4.62721 1.99613
H 5.28385 3.00629 0.96907
H -0.14571 5.04029 -2.58145
H -0.69962 3.32406 -2.91795
H -2.27001 4.44482 -1.32854
H -0.91435 4.93253 -0.16528
H -0.31406 1.29120 -1.34242
H -0.71496 -0.87760 0.10922
H -2.23718 -0.77236 2.32038
H -3.41826 1.65218 2.97729
H -2.96298 3.82741 1.50134
C -5.10448 -3.46539 0.66112
C -5.17455 -4.75694 1.46191
O -3.90614 -4.86114 2.10763
S -3.35631 -3.36856 2.43685
O -3.67552 -3.06462 3.79999
O -2.03451 -3.24559 1.90158
O -4.38053 -2.55066 1.48306
H -4.54420 -3.60601 -0.26752
H -6.09383 -3.06892 0.43055
H -5.35854 -5.62766 0.83243
H -5.94477 -4.69945 2.23685
C 0.60305 -5.75202 0.32157
C 1.58301 -4.76675 0.94017
O 2.21147 -4.12383 -0.16921
S 1.15097 -4.02479 -1.39433
O 0.56065 -2.72139 -1.37083
O 1.75714 -4.58383 -2.56435
O 0.06283 -5.08263 -0.81753
H 1.11562 -6.65431 -0.02460
H -0.19335 -6.03027 1.01278
H 2.32427 -5.25755 1.57084
H 1.05962 -4.00230 1.52211

Calculated values
total charge: -1
E_HOMO: -0.64 eV
LUMO energy: 1.8 eV
gap between HOMO and LUMO: 2.4 eV